C20H13BrI3N3O8Pd | ωB97M-V with the def2-TZVPD basis set

Positions of all 49 atoms, in Å:
Pd 0.0450 0.7804 0.5152
I 1.4040 5.2386 1.8377
C -0.1925 4.3647 0.7703
I -1.1510 2.7409 1.7643
H 0.1886 3.9545 -0.1588
H -0.9575 5.1147 0.6151
O -1.9419 -0.4391 2.3239
C -2.2940 -0.6032 1.1681
O -1.7137 -0.1027 0.1231
C -3.5506 -1.3778 0.8561
C -3.9983 -1.5309 -0.4485
C -5.1516 -2.2583 -0.6759
C -5.8830 -2.8372 0.3412
C -5.4064 -2.6612 1.6256
C -4.2583 -1.9467 1.9067
N -6.1630 -3.2691 2.7418
O -7.1738 -3.8789 2.4623
O -5.7126 -3.1338 3.8588
N -5.6230 -2.4299 -2.0665
O -4.9457 -1.9442 -2.9484
O -6.6325 -3.0790 -2.2381
H -3.4596 -1.0881 -1.2719
H -6.7816 -3.3999 0.1434
H -3.9080 -1.8264 2.9213
Br 3.1716 -4.1609 -2.6858
C 2.2854 -2.7815 -1.7675
C 2.8558 -2.2253 -0.6349
C 2.1756 -1.2091 0.0063
N 0.9937 -0.7632 -0.4284
C 0.4435 -1.3084 -1.5168
C 1.0620 -2.3208 -2.2233
H 3.8078 -2.5665 -0.2569
H 2.5797 -0.7183 0.8798
H -0.5201 -0.9175 -1.8111
H 0.5960 -2.7340 -3.1052
I 8.5444 3.4458 -0.1798
C 6.4988 3.0311 -0.1844
C 5.7533 3.2805 -1.3279
C 4.3949 3.0064 -1.3238
C 3.7877 2.4795 -0.1910
C 4.5466 2.2346 0.9478
C 5.9047 2.5119 0.9573
C 2.3153 2.1935 -0.2239
O 1.8698 1.5460 0.8118
O 1.6227 2.5378 -1.1754
H 6.2265 3.6868 -2.2110
H 3.7873 3.1996 -2.1976
H 4.0640 1.8362 1.8299
H 6.4942 2.3283 1.8449

Atoms 1-2, force components in eV/Å:
0.128 -0.007 -0.021
0.022 -0.035 -0.003

Computed properties:
* HOMO level: -0.3321 Ha
* ΔE to the lowest compared entry with this formula, charge and spin: 0.0 kcal/mol
* lowest unoccupied orbital energy: -0.958 eV
* energy: -139621.44191 eV
* strongest force on any atom: 0.0102 Eh/bohr

Here are the Löwdin charges for atoms 1 to 8, given in e: 0.785 0.770 -1.110 1.072 -0.056 -0.038 -0.002 -0.628